ORCA calculation (ωB97M-V/def2-TZVPD) on C6H13NO in the gas phase at a distorted geometry.

```
21
Properties=species:S:1:pos:R:3:mulliken_charge:R:1
C -1.3651 -0.0095 1.6633 -1.06
N -0.6587 -0.5162 0.4761 -0.29
C -1.5935 -0.4954 -0.6915 -0.65
C -0.6310 -0.5824 -1.9085 -0.51
C 0.7106 -0.1968 -1.3261 -0.84
C 0.3853 0.4568 0.0648 0.12
C 1.6355 0.3416 0.9366 -0.87
O 2.7586 0.8698 0.1974 -0.50
H -2.2241 -0.6414 1.8885 0.33
H -1.6641 1.0412 1.5577 0.40
H -0.7097 -0.0472 2.5387 0.30
H -2.2357 -1.3532 -0.5023 0.44
H -2.1508 0.4394 -0.7909 0.29
H -0.9935 0.1459 -2.6340 0.28
H -0.5703 -1.5654 -2.3683 0.27
H 1.3609 0.4195 -1.9364 0.46
H 1.2742 -1.0840 -1.0409 0.32
H -0.0135 1.4685 -0.0452 0.44
H 1.4679 0.9654 1.8210 0.41
H 1.8241 -0.6983 1.1898 0.36
H 3.3930 1.0417 0.9101 0.32
```

Calculated values
Max |F| (eV/A): 2.9
LUMO level (eV): 0.95
Calculated total energy (eV): -9969.6387
Energy above the lowest of the compared OMol25 structures with the same formula, charge and spin (kcal/mol): 35.4
Kohn-Sham gap (eV): 10.0
Total charge: 0
Molecular weight (g mol⁻¹): 115.18
SMILES: CN1CCC[C@@H]1CO